No. 1
Density functional theory data (ωB97M-V/def2-TZVPD) for a gas-phase ion, C3H7N2OS (charge +1) at a distorted geometry.

Calculated values
Energy above the lowest of the compared OMol25 structures with the same formula, charge and spin (kJ/mol): 395.5
Gap between HOMO and LUMO (spin up / spin down) (eV): 5.31 / 6.13
DFT total energy (hartree): -700.9117
Charge: +1
<S²>: 2.016
E_HOMO (spin up / spin down) (eV): -9.40 / -14.56
Multiplicity: 3
LUMO energy (spin up / spin down) (hartree): -0.1500 / -0.3096

CARTESIAN COORDINATES (ANGSTROEM)
C  2.22885  -1.94237  0.13364
C  -1.35961  1.55800  -0.49572
C  1.00493  -1.75168  0.32301
N  -0.60060  0.67603  0.00753
N  -2.04302  2.50099  0.18565
O  0.08009  -2.21192  1.13624
S  0.21116  -0.37337  -0.97390
H  2.82026  -1.54336  -0.78337
H  2.78887  -2.64312  0.66373
H  -1.17858  1.61322  -1.62792
H  -2.87778  2.81986  -0.31025
H  -2.21034  2.45585  1.16318
H  -0.19375  -1.45864  1.72133
H  1.32953  0.30049  -1.14315

Force components x, y, z for each atom (eV/Å):
4.410 0.159 -3.439
-1.047 3.780 -3.739
-3.178 1.202 0.258
3.112 -4.795 0.802
-1.241 -0.174 -1.418
-0.191 1.081 0.519
-2.504 -0.233 2.087
-1.274 -0.279 1.677
0.828 -1.039 1.190
-1.444 0.723 1.642
0.478 0.285 0.152
0.299 -0.306 0.918
-0.068 -0.936 -0.420
1.820 0.530 -0.230

No. 2
Density functional theory data (ωB97M-V/def2-TZVPD) for a molecular structure, C28H61FN2PbSSbSi3.

Calculated values
Energy above the lowest of the compared OMol25 structures with the same formula, charge and spin (kJ/mol): 23.3
Gap between HOMO and LUMO (eV): 8.14
DFT total energy (hartree): -3011.9185
Charge: +3
E_HOMO (eV): -17.09
LUMO energy (hartree): -0.3289

CARTESIAN COORDINATES (ANGSTROEM)
Pb  -0.37743  0.41077  -0.26617
C  -1.71918  1.50174  4.60227
C  -0.81724  1.50140  3.36004
C  -0.40756  2.92460  3.00166
C  -1.53469  0.74730  2.26009
C  -1.47167  -0.66325  2.22385
C  -2.28432  -1.41564  1.38259
C  -3.17764  -0.80018  0.49967
C  -4.10341  -1.60709  -0.35862
C  -3.20628  0.60383  0.48427
C  -2.42290  1.36415  1.35816
H  -1.21106  2.00447  5.42418
H  -1.97358  0.49250  4.92558
H  -2.64690  2.04077  4.40168
H  0.08502  0.92896  3.60463
H  -1.27364  3.57599  2.87298
H  0.19571  2.97571  2.09498
H  0.18627  3.34986  3.80952
H  -0.80090  -1.16594  2.91298
H  -2.23025  -2.49724  1.41564
H  -3.61532  -2.49959  -0.74817
H  -4.49333  -1.02543  -1.19171
H  -4.95658  -1.93769  0.23766
H  -3.89065  1.11093  -0.18601
H  -2.52228  2.44250  1.35142
C  1.97112  5.37726  -5.51407
C  2.93882  4.85170  -4.46082
C  3.24462  3.36425  -4.59259
C  2.06275  2.45226  -4.28600
N  1.68802  2.48406  -2.86226
C  0.62084  3.03616  -2.28992
S  0.48599  2.91146  -0.53783
N  -0.27530  3.69160  -2.99384
C  -1.54787  4.28605  -2.54373
C  -1.64443  5.78187  -2.82633
C  -0.92458  6.68925  -1.83244
C  0.59625  6.63719  -1.87376
H  1.85960  6.45809  -5.43885
H  0.96304  4.95605  -5.43473
H  2.32458  5.15414  -6.52153
H  2.56524  5.06275  -3.45298
H  3.87627  5.40367  -4.53974
H  4.07241  3.08503  -3.93278
H  3.58048  3.13678  -5.60744
H  2.29797  1.41440  -4.52552
H  1.19247  2.70420  -4.89110
H  2.35032  2.09434  -2.20921
H  -0.03697  3.88968  -3.95792
H  -1.64610  4.08750  -1.47814
H  -2.34079  3.74990  -3.06796
H  -2.70923  6.02390  -2.81986
H  -1.31211  5.98117  -3.85153
H  -1.28019  6.45836  -0.82299
H  -1.25014  7.71218  -2.02683
H  0.99502  5.69022  -1.49972
H  1.02382  7.42379  -1.25309
H  0.96783  6.78702  -2.88956
C  6.97638  -0.24044  0.88361
Si  5.38720  0.70662  0.68686
C  5.35925  1.87564  -0.76165
C  4.70730  1.45088  2.24775
Sb  3.84910  -1.32256  0.08988
Si  3.11130  -2.70770  2.17917
C  2.35868  -1.41000  3.29134
C  1.83156  -3.90755  1.55485
C  4.65743  -3.48584  2.84316
Si  4.11316  -2.58349  -2.19576
C  3.71665  -1.23068  -3.41463
C  2.83119  -3.92568  -2.12203
C  5.87160  -3.17154  -2.21040
H  7.76998  0.46205  1.15596
H  7.28826  -0.72700  -0.04258
H  6.92924  -0.98688  1.67878
H  6.26170  2.49280  -0.73110
H  4.50800  2.55717  -0.69825
H  5.35124  1.36550  -1.72610
H  5.13988  2.44832  2.36847
H  4.97369  0.86865  3.12991
H  3.62319  1.57240  2.21514
H  1.69379  -0.73192  2.75004
H  3.11940  -0.80797  3.78908
H  1.77100  -1.90513  4.06962
H  1.09440  -3.43636  0.90068
H  1.29827  -4.32417  2.41371
H  2.28048  -4.74207  1.01513
H  5.34867  -2.74237  3.24346
H  5.17821  -4.07862  2.08871
H  4.40024  -4.16357  3.66129
H  2.80214  -0.69602  -3.15013
H  3.56373  -1.67560  -4.40182
H  4.53699  -0.51517  -3.49734
H  1.84620  -3.54946  -1.84001
H  3.11446  -4.72094  -1.43200
H  2.73576  -4.37255  -3.11590
H  6.58058  -2.34256  -2.18731
H  6.05053  -3.72530  -3.13662
H  6.09113  -3.85175  -1.38606
F  2.06144  -0.46227  -0.32683

Force components x, y, z for each atom (eV/Å):
0.018 0.053 -0.104
-0.026 0.008 0.030
0.073 -0.050 0.014
-0.051 0.027 0.007
-0.045 0.044 -0.021
0.032 -0.032 -0.005
0.011 0.034 0.011
-0.012 0.037 0.013
-0.001 0.001 -0.034
-0.005 -0.036 0.008
0.091 -0.008 0.021
-0.005 -0.008 0.012
-0.003 -0.010 -0.009
-0.003 -0.004 0.000
-0.012 0.009 -0.007
-0.002 -0.007 -0.020
0.047 -0.012 -0.045
-0.017 -0.012 0.021
-0.043 -0.014 0.009
-0.008 -0.004 0.010
-0.007 -0.009 0.014
0.003 0.004 0.003
0.004 0.000 0.009
-0.009 -0.001 0.004
0.023 0.011 0.012
-0.045 0.029 -0.034
0.017 0.040 0.067
0.018 -0.095 -0.029
-0.071 0.013 0.000
-0.048 -0.123 0.040
-0.028 -0.004 -0.009
-0.067 -0.030 -0.031
0.098 0.075 -0.005
0.004 0.003 0.048
-0.055 -0.054 -0.056
-0.088 0.027 0.042
0.071 -0.003 0.005
0.007 0.000 0.012
0.006 -0.030 0.009
0.021 0.007 0.004
-0.032 0.013 0.002
0.008 -0.019 -0.025
0.007 0.025 0.019
-0.029 0.021 -0.010
0.051 0.010 0.007
0.002 0.016 0.003
0.060 0.040 -0.014
-0.021 -0.009 -0.018
-0.003 0.007 -0.014
-0.008 0.017 -0.012
0.004 -0.003 0.021
0.045 0.012 0.019
0.016 -0.005 -0.001
0.032 0.002 -0.027
-0.014 -0.017 -0.008
-0.004 -0.001 0.000
-0.003 0.006 -0.025
0.007 0.097 -0.007
0.108 0.030 -0.009
-0.033 -0.002 0.021
0.029 0.022 -0.057
-0.115 0.022 0.022
-0.190 -0.055 0.143
0.028 -0.002 -0.012
0.057 0.024 -0.027
0.040 0.050 -0.089
-0.008 -0.052 -0.036
0.039 -0.036 -0.031
0.019 0.056 -0.054
-0.047 0.042 -0.025
-0.002 0.000 0.005
0.000 -0.009 0.007
-0.014 -0.013 -0.009
0.006 -0.005 0.023
-0.039 -0.035 -0.030
0.006 -0.003 0.003
0.017 -0.012 0.023
-0.016 -0.029 0.005
-0.003 0.010 -0.010
-0.007 -0.023 -0.021
0.011 0.008 -0.006
0.012 -0.004 0.009
-0.002 0.014 0.024
0.004 -0.015 0.006
0.002 0.011 -0.009
0.010 -0.005 -0.007
0.004 -0.010 0.020
-0.044 0.005 0.009
-0.024 -0.026 0.029
0.021 0.011 -0.007
-0.005 0.002 0.004
0.007 0.004 -0.002
0.005 0.006 0.011
0.014 -0.017 0.006
0.015 -0.014 0.007
-0.012 0.002 -0.009
-0.001 0.009 0.010
0.093 -0.046 0.135

no.,molecular weight (u)
1,119.17
2,890.09